Here is C20H18BrN4ReS as an isolated structure from the OMol25 dataset. Energies are from ωB97M-V/def2-TZVPD.

As for the spin multiplicity: 2. For the total energy, the calculation gives -4041.45563 Eh. As for the charge: +3. For the energy relative to the best compared isomer or geometry (same formula, charge and spin), the calculation gives 0.0 kJ/mol.

Geometry (Å):
Re1 -0.4392 0.0474 0.5615
C1 2.1600 -2.3944 -1.8353
C2 1.6129 -2.2129 -3.1056
C3 0.5453 -1.3487 -3.2834
C4 0.0200 -0.6772 -2.1910
N1 0.5637 -0.8642 -0.9418
C5 1.6092 -1.7115 -0.7816
C6 -1.1139 0.2552 -2.2156
C7 -1.8140 0.5827 -3.3653
C8 -2.8641 1.4935 -3.2816
C9 -3.2151 2.0773 -2.0643
C10 -2.5285 1.7387 -0.9124
C11 -1.4706 0.8109 -0.9478
H1 2.9899 -3.0658 -1.6695
H2 2.0164 -2.7517 -3.9533
H3 0.1199 -1.2056 -4.2653
H4 1.9834 -1.8168 0.2284
H5 -1.5703 0.1528 -4.3269
H6 -3.4117 1.7539 -4.1781
H7 -4.0226 2.7964 -2.0287
H8 -2.8007 2.2129 0.0251
Br1 0.3603 -1.4752 2.8433
C12 -1.5332 -1.4585 2.7610
C13 -2.3558 -2.0725 3.6642
C14 -3.7257 -2.0121 3.4039
C15 -4.1945 -1.3618 2.2697
C16 -3.2950 -0.7639 1.4133
N2 -1.9613 -0.7983 1.6640
H9 -1.9592 -2.5819 4.5313
H10 -4.4200 -2.4854 4.0870
H11 -5.2514 -1.3181 2.0480
H12 -3.5981 -0.2411 0.5185
C17 3.3407 1.8666 -0.6701
N3 3.3647 1.5850 0.7676
C18 4.5117 1.4097 1.5056
C19 4.1470 1.2714 2.8065
N4 2.7804 1.3592 2.8354
C20 2.3121 1.5503 1.5912
S1 0.6523 1.9195 1.1298
H13 4.2573 1.4788 -1.1047
H14 3.2835 2.9424 -0.8276
H15 2.4804 1.3778 -1.1206
H16 5.4859 1.4189 1.0474
H17 4.7362 1.1336 3.6970
H18 2.2118 1.3828 3.6710

Here is C20H28BN10O3Os as an isolated structure from the OMol25 dataset. Energies are from ωB97M-V/def2-TZVPD.

As for the spin multiplicity: 6. For the total energy, the calculation gives -1666.15077 Eh. As for the charge: +4.

Geometry (Å):
Os1 0.0211 0.1148 0.2762
C1 -3.4663 -1.4231 2.0661
C2 -2.6040 -0.4166 1.8934
N1 -1.6218 -0.8233 1.0000
N2 -1.8813 -2.1719 0.6098
C3 -3.0295 -2.5001 1.2391
B1 -1.0539 -2.8562 -0.6097
N3 0.3810 -2.8351 -0.0407
C4 1.1155 -3.9184 0.3374
C5 2.2110 -3.3969 0.9636
C6 2.1548 -2.0447 0.8753
N4 0.9544 -1.7241 0.3191
N5 -1.2001 -1.8957 -1.8320
C7 -2.0846 -1.7948 -2.8605
C8 -2.0472 -0.5141 -3.4258
C9 -1.0800 0.1227 -2.6294
N6 -0.6231 -0.6752 -1.6625
N7 -1.4820 -4.3381 -0.9128
C10 -1.2038 -5.0887 -1.9645
C11 -1.9349 -6.3102 -1.8235
C12 -2.6839 -6.1321 -0.6033
N8 -2.3925 -5.0169 -0.0242
H1 -4.4876 -1.3983 2.5246
H2 -2.6951 0.6244 2.2625
H3 -3.5324 -3.4474 1.1136
H4 0.7929 -4.9031 0.0867
H5 3.1473 -3.9852 1.2513
H6 2.8010 -1.2140 1.1776
H7 -2.7870 -2.5883 -3.1342
H8 -2.5018 -0.0416 -4.2828
H9 -0.5814 0.9955 -2.9530
H10 -0.5052 -4.6710 -2.7422
H11 -1.9531 -7.2351 -2.4226
H12 -3.3530 -6.7777 -0.1142
C13 -0.5945 3.2212 3.7840
N9 -0.5947 3.6925 2.4039
C14 -0.2682 5.2070 2.3990
C15 -0.6205 2.9523 1.3984
O1 -0.6935 1.6243 1.4821
C16 -0.6353 3.6164 0.0303
O2 -0.0930 2.6179 -0.8666
C17 1.1827 2.7934 -1.4460
C18 2.2905 1.9811 -0.7180
O3 1.8689 0.9530 0.0516
N10 3.5597 2.1947 -0.8361
C19 4.5444 1.2325 -0.2473
C20 4.0900 3.3647 -1.5756
H13 -1.4936 3.5586 4.2708
H14 0.1999 3.7355 4.3563
H15 -0.4956 2.1480 3.9724
H16 0.8105 5.3496 2.3389
H17 -0.6258 5.5470 3.3443
H18 -0.9274 5.6891 1.6383
H19 -0.1017 4.5388 -0.0239
H20 -1.6676 3.8258 -0.2072
H21 1.4551 3.8844 -1.3827
H22 1.0720 2.4872 -2.4861
H23 5.5823 1.6035 -0.4492
H24 4.3548 0.2440 -0.6439
H25 4.2629 1.1638 0.8908
H26 4.2816 3.1007 -2.6186
H27 5.0304 3.7105 -1.1375
H28 3.4323 4.2429 -1.6807

Here is C4H4N2 as an isolated structure from the OMol25 dataset. Energies are from ωB97M-V/def2-TZVPD.

For the total energy, the calculation gives -263.96119 Eh. For the energy relative to the best compared isomer or geometry (same formula, charge and spin), the calculation gives 959.0 kJ/mol.

Geometry (Å):
C1 1.9819 -0.4493 0.3174
C2 1.0533 -1.2224 0.8190
C3 2.0001 0.7186 -0.3533
C4 -2.1637 -0.2772 0.0574
N1 0.6800 0.7975 -0.4810
N2 0.2747 -0.3478 0.1004
H1 2.6017 1.5494 -0.6582
H2 -2.1269 -0.4204 -0.9565
H3 -2.2242 -1.0826 0.7282
H4 -2.0770 0.7341 0.4266

Here is C8H22FN2O2Pd as an isolated structure from the OMol25 dataset. Energies are from ωB97M-V/def2-TZVPD.

As for the spin multiplicity: 3. For the total energy, the calculation gives -805.15314 Eh. As for the charge: +1. For the energy relative to the best compared isomer or geometry (same formula, charge and spin), the calculation gives 482.0 kJ/mol.

Geometry (Å):
Pd1 9.5653 21.5334 14.3647
F1 11.1564 19.3606 16.1156
C1 8.1136 14.0877 18.2364
C2 9.5354 14.1790 17.6917
C3 9.5020 14.2186 16.1584
O1 8.9422 12.9948 15.6362
C4 9.1653 13.0143 14.2464
N1 10.1218 15.4196 18.3063
H1 7.7216 13.1238 17.9119
H2 7.4972 14.9206 17.8979
H3 8.1381 14.2549 19.3132
H4 10.1020 13.3280 18.0699
H5 10.4074 14.4487 15.5968
H6 8.8705 15.0979 16.0316
H7 10.2448 12.9898 14.0972
H8 8.6409 13.8576 13.7971
H9 8.7358 12.0841 13.8744
H10 9.8292 16.1619 17.6871
H11 11.1275 15.3951 18.2170
C5 16.5482 18.7884 17.8561
C6 16.1079 17.6403 18.8671
C7 15.7554 18.2179 20.2334
O2 17.0013 18.7671 20.8048
C8 17.8339 17.8443 21.4511
N2 14.9700 16.8954 18.2721
H12 15.6609 19.3008 17.4845
H13 16.9229 18.2322 16.9968
H14 17.2805 19.4188 18.3604
H15 16.9067 16.9151 19.0226
H16 15.3111 17.5120 20.9351
H17 15.0168 18.9861 20.0043
H18 17.4897 16.8168 21.3334
H19 18.3157 18.0356 22.4099
H20 18.7274 17.7487 20.8341
H21 15.1851 16.5434 17.3502
H22 14.2242 17.5738 18.2131

Here is a 11-piece molecular cluster, C41H110F3N10O13S overall from the OMol25 dataset. Energies are from ωB97M-V/def2-TZVPD.

For the total energy, the calculation gives -3851.30587 Eh. As for the charge: -1. For the energy relative to the best compared isomer or geometry (same formula, charge and spin), the calculation gives 586.1 kJ/mol.

Geometry (Å):
C1 0.6483 0.9254 -0.5145
F1 1.7891 0.1540 -0.4204
F2 0.4497 1.4924 0.6655
F3 0.8019 1.7709 -1.5304
S1 -0.8730 -0.2691 -0.9147
O1 -0.6658 -0.8059 -2.2712
O2 -0.8023 -1.3400 0.0989
O3 -2.0516 0.6141 -0.8287
C2 2.1474 -1.6799 6.4493
C3 2.0548 -3.1229 6.9166
C4 3.2747 -3.4904 7.7836
O4 3.1518 -4.7248 8.3871
C5 4.3165 -5.2343 8.9887
N1 0.7879 -3.3528 7.5915
H1 2.0574 -0.9158 7.2215
H2 1.3066 -1.5091 5.7770
H3 3.1317 -1.4555 6.0384
H4 2.0235 -3.6897 5.9861
H5 3.3385 -2.8245 8.6443
H6 4.2271 -3.3213 7.2811
H7 5.0448 -5.5483 8.2410
H8 3.9327 -6.1785 9.3750
H9 4.7954 -4.5559 9.6947
H10 0.5510 -2.5198 8.1112
H11 1.1150 -3.9238 8.3576
C6 -3.6015 6.8254 7.4221
C7 -3.0324 5.4213 7.3658
C8 -2.4982 5.0805 5.8840
O5 -3.5807 5.2504 4.9000
C9 -3.1032 5.0580 3.6048
N2 -1.9560 5.4230 8.3222
H12 -4.5477 6.7710 6.8837
H13 -2.9272 7.5628 6.9867
H14 -3.8707 7.1512 8.4269
H15 -3.6818 4.6401 7.7610
H16 -2.1756 4.0402 5.9280
H17 -1.6424 5.7111 5.6432
H18 -3.8780 5.4010 2.9191
H19 -3.0411 3.9863 3.4161
H20 -2.1727 5.5982 3.4302
H21 -1.3519 6.2036 8.1082
H22 -2.3959 5.6793 9.1945
C10 -4.7506 -1.7782 4.1462
C11 -4.9706 -3.3042 3.9981
C12 -6.0478 -3.6087 2.8950
O6 -6.3219 -4.9559 2.7720
C13 -7.4832 -5.2151 2.0136
N3 -3.6857 -3.8554 3.6727
H23 -4.3724 -1.4058 3.1941
H24 -4.0096 -1.5996 4.9254
H25 -5.6139 -1.2089 4.4907
H26 -5.3265 -3.6500 4.9686
H27 -5.6184 -3.3370 1.9307
H28 -6.9180 -2.9613 3.0025
H29 -7.4617 -4.7725 1.0177
H30 -8.3946 -4.7539 2.3941
H31 -7.6574 -6.2879 1.9310
H32 -3.3777 -3.5754 2.7525
H33 -2.9841 -3.4487 4.2747
C14 3.7450 7.0895 -0.3234
C15 3.8593 8.3252 -1.2237
C16 3.3050 9.6543 -0.6613
O7 3.5551 10.7746 -1.4708
C17 3.0851 12.0052 -0.9766
N4 5.3109 8.4206 -1.4204
H34 2.7035 6.7681 -0.3219
H35 3.9728 7.3626 0.7069
H36 4.3774 6.2428 -0.5904
H37 3.3931 8.1647 -2.1958
H38 3.7869 9.8536 0.2958
H39 2.2427 9.5917 -0.4253
H40 2.0136 11.9372 -0.7885
H41 3.1546 12.7627 -1.7572
H42 3.4708 12.2715 0.0075
H43 5.5866 9.3101 -1.8113
H44 5.6330 7.6871 -2.0355
C18 -3.6998 7.4748 -3.3542
C19 -3.7771 6.5849 -4.5737
C20 -2.7728 5.3853 -4.4957
O8 -2.8342 4.6371 -5.7647
C21 -1.7963 3.5984 -5.7495
N5 -5.0773 6.0672 -4.6639
H45 -3.9175 6.9998 -2.3976
H46 -4.3027 8.3788 -3.4406
H47 -2.7412 7.9639 -3.1812
H48 -3.6763 7.1389 -5.5069
H49 -2.9393 4.8413 -3.5659
H50 -1.7412 5.7069 -4.3526
H51 -2.1580 2.9202 -6.5223
H52 -1.7317 3.1204 -4.7720
H53 -0.8017 3.9498 -6.0243
H54 -5.0497 5.3979 -3.9080
H55 -5.1793 5.4232 -5.4353
C22 2.3423 -6.3670 -2.2264
C23 2.2677 -6.3250 -0.7280
C24 3.1912 -5.2147 -0.1880
O9 4.5441 -5.3232 -0.6521
C25 5.3015 -4.2658 -0.0053
N6 0.9340 -6.0846 -0.3860
H56 1.8789 -5.5089 -2.7132
H57 1.7083 -7.1397 -2.6612
H58 3.3932 -6.3634 -2.5154
H59 2.6293 -7.2135 -0.2103
H60 3.1698 -5.2600 0.9009
H61 2.7863 -4.2706 -0.5524
H62 5.2052 -4.2788 1.0804
H63 4.9433 -3.2818 -0.3081
H64 6.3617 -4.3672 -0.2368
H65 0.6686 -5.1781 -0.7436
H66 0.8699 -6.0428 0.6211
C26 -4.4956 -5.6115 -3.8667
C27 -3.7972 -5.6246 -5.2477
C28 -4.5787 -6.5529 -6.3271
O10 -4.7402 -7.9546 -5.9137
C29 -3.5827 -8.7404 -6.2377
N7 -3.6711 -4.1652 -5.7131
H67 -4.6855 -6.6381 -3.5535
H68 -5.4220 -5.0450 -3.9614
H69 -3.9890 -5.0459 -3.0847
H70 -2.7818 -6.0203 -5.2256
H71 -4.1073 -6.3672 -7.2922
H72 -5.5825 -6.1623 -6.4943
H73 -2.6453 -8.4397 -5.7698
H74 -3.4385 -8.8296 -7.3144
H75 -3.7491 -9.7614 -5.8940
H76 -3.2599 -3.7041 -4.9141
H77 -4.6040 -3.7814 -5.7633
C30 -7.0439 0.9510 -3.9320
C31 -7.7515 1.4457 -2.6368
C32 -8.2948 0.3335 -1.8071
O11 -9.1925 -0.5637 -2.5798
C33 -10.2288 -1.2241 -1.8483
N8 -6.8033 2.2916 -1.9455
H78 -6.9109 1.6295 -4.7746
H79 -7.7023 0.2006 -4.3698
H80 -6.0848 0.4686 -3.7438
H81 -8.6317 2.0209 -2.9242
H82 -8.6568 0.7055 -0.8487
H83 -7.5569 -0.3803 -1.4408
H84 -10.9132 -0.3775 -1.7931
H85 -10.0796 -1.5709 -0.8257
H86 -10.8329 -1.9296 -2.4188
H87 -5.9761 1.7668 -1.6996
H88 -7.2220 2.4990 -1.0501
C34 6.9729 -2.5316 -9.1287
C35 7.6842 -2.5384 -7.7620
C36 6.6800 -2.8761 -6.6241
O12 5.7720 -1.8301 -6.3970
C37 4.6929 -2.2672 -5.5968
N9 8.7790 -3.4919 -7.7406
H89 7.6767 -1.9868 -9.7580
H90 5.9610 -2.1454 -9.0066
H91 6.9320 -3.5238 -9.5781
H92 8.0160 -1.5243 -7.5394
H93 7.1496 -3.1198 -5.6711
H94 6.1305 -3.7922 -6.8409
H95 5.0451 -2.6435 -4.6363
H96 4.1025 -2.9716 -6.1828
H97 4.0365 -1.4332 -5.3485
H98 9.3760 -3.4009 -8.5502
H99 8.4605 -4.4397 -7.8828
C38 6.5257 2.0643 3.6564
C39 7.2792 1.2484 4.7363
C40 7.6834 -0.2061 4.3011
O13 8.4479 -0.9087 5.3255
C41 8.7634 -2.2750 4.9662
N10 8.3898 2.0951 5.1548
H100 5.5637 1.5827 3.4813
H101 7.0757 2.1042 2.7161
H102 6.3438 3.0970 3.9539
H103 6.6331 1.0282 5.5862
H104 8.3043 -0.1072 3.4107
H105 6.8417 -0.8270 3.9942
H106 7.8008 -2.7297 4.7322
H107 9.1658 -2.8175 5.8216
H108 9.5106 -2.3615 4.1773
H109 8.9186 2.3587 4.3356
H110 9.0019 1.4441 5.6255

> Which formula does entry 2 have?

C20H28BN10O3Os

> The lowest total energy belongs to which entry?

C20H18BrN4ReS

> The highest total energy belongs to which entry?

C4H4N2

What did the fourth record say?
Here is C8H22FN2O2Pd as an isolated structure from the OMol25 dataset. Energies are from ωB97M-V/def2-TZVPD.

As for the spin multiplicity: 3. For the total energy, the calculation gives -805.15314 Eh. As for the charge: +1. For the energy relative to the best compared isomer or geometry (same formula, charge and spin), the calculation gives 482.0 kJ/mol.

Geometry (Å):
Pd1 9.5653 21.5334 14.3647
F1 11.1564 19.3606 16.1156
C1 8.1136 14.0877 18.2364
C2 9.5354 14.1790 17.6917
C3 9.5020 14.2186 16.1584
O1 8.9422 12.9948 15.6362
C4 9.1653 13.0143 14.2464
N1 10.1218 15.4196 18.3063
H1 7.7216 13.1238 17.9119
H2 7.4972 14.9206 17.8979
H3 8.1381 14.2549 19.3132
H4 10.1020 13.3280 18.0699
H5 10.4074 14.4487 15.5968
H6 8.8705 15.0979 16.0316
H7 10.2448 12.9898 14.0972
H8 8.6409 13.8576 13.7971
H9 8.7358 12.0841 13.8744
H10 9.8292 16.1619 17.6871
H11 11.1275 15.3951 18.2170
C5 16.5482 18.7884 17.8561
C6 16.1079 17.6403 18.8671
C7 15.7554 18.2179 20.2334
O2 17.0013 18.7671 20.8048
C8 17.8339 17.8443 21.4511
N2 14.9700 16.8954 18.2721
H12 15.6609 19.3008 17.4845
H13 16.9229 18.2322 16.9968
H14 17.2805 19.4188 18.3604
H15 16.9067 16.9151 19.0226
H16 15.3111 17.5120 20.9351
H17 15.0168 18.9861 20.0043
H18 17.4897 16.8168 21.3334
H19 18.3157 18.0356 22.4099
H20 18.7274 17.7487 20.8341
H21 15.1851 16.5434 17.3502
H22 14.2242 17.5738 18.2131